1.
139
Properties=species:S:1:pos:R:3:forces:R:3:lowdin_charge:R:1 method="wB97M-V/def2-TZVPD" total_charge=+1 lumo_energy_ev=-4.73 gap_ev=6.22
C 1.896648 -0.121969 2.475395 -0.1 0.0 0.2 0.103
C 1.847869 0.508698 1.299422 0.0 -0.6 0.4 -0.090
C 0.947280 -0.112095 0.288592 0.5 0.3 -0.3 -0.092
C -0.362364 0.339800 0.192129 -0.1 -0.4 -1.3 0.034
C -0.889779 1.417765 1.091544 -0.2 -0.1 0.3 -0.470
O -1.364461 1.061169 2.131461 -0.1 -0.4 0.9 0.156
O -0.875401 2.686069 0.771577 0.2 -0.1 -0.7 0.144
C -0.254191 3.048188 -0.477551 -0.2 0.7 0.0 -0.173
O -0.681375 4.338407 -0.747531 0.8 -0.5 -0.3 -0.029
C 0.390501 5.236741 -0.976056 -0.6 1.3 -0.1 -0.233
O 0.568449 6.028089 0.146928 0.4 0.1 -0.3 -0.061
C 1.935821 6.258408 0.465043 0.3 -0.5 0.8 -0.171
C 2.450064 5.128261 1.380404 -1.0 -0.2 -0.6 -0.217
O 1.391223 4.740134 2.245928 0.1 0.2 0.1 -0.062
C -1.222501 -0.258345 -0.758023 0.2 0.0 0.3 -0.101
C -2.626198 0.293231 -0.858265 0.3 0.4 0.5 -0.105
C -3.504773 -0.061230 0.375844 -0.3 0.0 -0.5 -0.154
C -4.913248 -0.603286 0.038099 0.2 0.3 0.8 -0.222
C -6.005037 0.419647 0.371716 0.2 -0.1 -0.2 -0.100
C -0.755949 -1.321374 -1.533891 -1.0 0.8 -0.4 -0.208
P -1.937560 -2.132594 -2.762730 0.4 -2.2 -1.3 0.944
C -2.245511 -0.858690 -4.046037 0.5 0.9 1.2 -0.210
O -3.353089 -2.389102 -1.995781 0.4 0.8 0.3 -0.265
N 0.549701 -1.774662 -1.381639 -0.6 1.2 0.5 -0.068
S 1.224871 -3.109001 -2.234661 0.5 -3.8 -0.7 0.774
O 0.354474 -3.792189 -3.118665 -0.4 1.2 -0.3 -0.262
O 1.856631 -3.989800 -1.305120 0.3 1.3 0.9 -0.205
C 2.578053 -2.427033 -3.354128 -0.9 1.6 0.0 -0.646
F 3.770329 -2.724006 -2.913286 0.1 -0.2 0.0 0.204
F 2.370095 -2.887257 -4.564772 0.3 -0.4 0.0 0.186
F 2.420806 -1.087945 -3.412014 0.2 -0.1 0.1 0.136
C 1.397625 -1.152387 -0.500635 0.5 -0.6 0.3 -0.015
B 2.963009 -1.490248 -0.191099 0.3 0.2 -0.5 -0.526
C 4.051800 -0.561684 -0.837964 -0.6 -0.1 -0.1 0.015
O 3.316722 -2.524948 0.581566 -0.1 -0.1 0.2 0.177
H 2.114505 0.404195 3.395206 0.9 -0.1 -0.1 0.082
H 1.670526 -1.193449 2.565470 -0.6 0.7 0.1 0.064
H 2.399193 1.419147 1.084067 -0.7 0.4 0.1 0.108
H -0.585380 2.423348 -1.310024 -0.2 -0.4 0.3 0.124
H 0.826328 2.986536 -0.341003 0.1 0.1 0.1 0.120
H 0.075383 5.885639 -1.799376 -0.2 -0.1 -0.1 0.145
H 1.310360 4.737751 -1.294931 0.0 -0.3 0.2 0.129
H 2.064575 7.201392 0.981780 -0.6 0.1 -0.1 0.093
H 2.543180 6.327141 -0.437721 0.1 0.0 0.0 0.116
H 2.675973 4.263981 0.755435 0.6 0.1 0.1 0.082
H 3.310381 5.471414 1.944993 0.2 -0.1 0.0 0.103
H 1.586625 3.862545 2.596901 0.0 0.0 0.2 0.045
H -2.506658 1.377676 -0.839338 0.0 0.1 -0.3 0.115
H -3.114488 0.074857 -1.798428 0.0 -0.2 0.0 0.092
H -2.968275 -0.725363 1.046618 -0.1 -0.2 -0.3 0.071
H -3.651276 0.853633 0.942381 0.1 0.1 0.1 0.105
H -5.060983 -1.488119 0.655455 -0.1 -0.2 -0.1 0.101
H -4.975897 -0.901846 -1.001874 0.0 -0.1 -0.1 0.083
H -6.944046 -0.058810 0.622689 -0.2 0.0 -0.2 0.060
H -5.752638 1.035824 1.232809 0.1 -0.1 0.1 0.065
H -6.148978 1.096812 -0.469101 -0.2 0.1 0.0 0.078
H -3.313952 -0.725700 -4.186274 -0.1 -0.1 -0.2 0.066
H -1.819809 0.089110 -3.706509 -0.2 0.2 -0.2 0.033
H -1.730940 -1.126860 -4.962162 -0.2 -0.3 -0.2 0.020
H -3.266962 -3.273139 -1.607357 -0.3 0.0 0.2 0.064
H 4.846551 -1.119425 -1.328954 0.2 -0.1 0.3 0.075
H 4.456330 0.113706 -0.087783 0.2 0.0 0.0 0.091
H 3.599285 0.068646 -1.596454 0.0 0.2 0.0 0.036
H 2.558744 -3.023357 0.915054 0.1 -0.1 0.1 0.080
O 0.734352 2.560798 3.872261 0.0 -0.1 -0.1 -0.042
H 0.134839 1.936891 3.445035 -0.1 0.0 0.1 0.009
H 0.181316 3.328611 4.062218 0.0 0.0 0.1 0.066
O 4.272584 -1.061588 4.486841 0.0 0.0 -0.1 -0.051
H 4.296205 -1.734041 5.175269 0.0 0.0 0.0 0.043
H 4.614148 -1.511473 3.707753 0.0 0.0 0.0 0.030
O 3.192166 -5.758129 1.454938 -0.1 0.6 0.0 -0.028
H 2.646183 -6.021692 0.705937 0.0 -0.2 0.1 0.057
H 3.905241 -5.235288 1.063112 0.2 -0.2 0.0 0.027
O 3.311970 2.570405 -0.625989 -0.1 0.0 -0.3 -0.048
H 2.732090 2.357892 -1.364839 0.1 0.0 -0.1 0.044
H 3.974585 3.157232 -1.013137 0.1 0.0 0.2 0.075
O -8.554606 1.662473 1.632042 -0.3 0.0 0.0 -0.063
H -8.363617 2.499506 2.069357 0.2 -0.1 0.2 0.017
H -9.480501 1.484775 1.837639 -0.1 0.1 -0.2 -0.006
O 6.021889 -4.405877 0.023964 -0.3 0.1 0.0 -0.043
H 5.237048 -4.068500 -0.419439 0.1 0.1 -0.1 0.008
H 6.718756 -3.780347 -0.217643 0.2 -0.2 -0.1 -0.003
O 5.517707 0.796602 -3.454530 0.1 0.1 0.2 -0.051
H 4.700463 0.295938 -3.405896 0.0 0.0 -0.1 -0.013
H 6.155622 0.168890 -3.810822 0.0 0.1 -0.2 0.031
O 5.348577 -0.906704 -5.931647 0.1 -0.1 -0.1 -0.037
H 4.727660 -1.548284 -5.574531 -0.1 0.0 -0.1 0.025
H 5.888378 -1.424786 -6.542142 0.1 0.0 0.0 0.060
O 1.839082 -3.177206 3.159370 -0.1 -0.3 -0.3 -0.042
H 1.001129 -3.646838 3.248127 0.0 -0.1 0.0 0.058
H 2.418919 -3.826650 2.737431 0.1 -0.3 0.3 0.023
O 3.291239 8.987275 1.205266 0.3 0.1 0.1 -0.047
H 3.981887 9.502481 0.775476 0.0 0.0 0.0 0.047
H 3.054254 9.509492 1.979519 0.0 0.0 0.0 0.053
O -6.716846 2.889449 3.707211 0.3 -0.3 -0.6 -0.065
H -6.548023 3.834236 3.728682 -0.1 0.1 0.1 0.029
H -6.876819 2.670438 4.627788 -0.1 0.1 0.1 0.015
O 0.893196 -4.571345 -7.050673 0.0 0.1 0.1 -0.048
H 1.022479 -3.618362 -7.075868 0.0 0.0 0.0 0.022
H 0.756987 -4.772614 -6.118597 0.0 -0.1 0.0 0.025
O 5.868560 0.529233 -8.899734 0.0 0.0 0.1 -0.055
H 6.083523 1.465921 -8.855186 0.0 0.0 -0.1 0.038
H 5.613869 0.302306 -7.999484 -0.1 0.1 0.1 -0.004
O -2.084119 -1.963143 -7.447798 0.2 -0.1 0.2 -0.056
H -1.388065 -1.789004 -8.089542 -0.1 0.1 -0.1 0.036
H -2.041291 -2.916781 -7.313930 -0.1 0.0 0.0 0.037
O -2.521055 -1.723927 2.949382 0.1 -0.1 0.3 -0.051
H -2.319404 -0.777682 2.958459 0.0 0.0 -0.1 0.025
H -2.667804 -1.943308 3.880594 0.1 -0.1 0.0 0.046
O -1.234795 -2.905446 5.742475 -0.1 0.0 -0.2 -0.043
H -0.539277 -2.728045 5.101771 0.1 0.1 0.1 0.019
H -1.192860 -3.857100 5.884610 -0.1 0.0 0.1 0.047
O 8.274753 -2.614387 -0.800636 -0.2 0.2 0.1 -0.046
H 9.010033 -2.261838 -1.311393 0.0 -0.1 -0.1 0.053
H 8.129161 -1.958245 -0.109914 0.1 0.0 0.0 0.051
O 5.070594 6.003863 0.401998 0.2 0.1 -0.1 -0.049
H 5.729685 6.524880 -0.068472 0.0 -0.1 0.0 0.047
H 4.863521 6.536799 1.177627 0.0 0.0 0.0 0.029
O -11.268305 0.537792 2.334821 0.1 -0.1 0.2 -0.049
H -12.199629 0.377027 2.513745 0.0 0.1 -0.1 0.046
H -10.802228 -0.052912 2.936179 0.0 0.0 0.0 0.047
O -7.825623 4.188550 5.765739 -0.2 0.3 0.4 -0.047
H -7.645098 5.029115 6.199970 0.1 0.0 0.0 0.054
H -8.749773 4.010955 5.970356 0.0 0.0 -0.1 0.055
O -4.163009 -4.395850 2.109291 0.0 0.0 0.0 -0.060
H -3.949798 -3.560613 2.535629 0.0 0.1 0.0 -0.002
H -5.093372 -4.543079 2.323529 0.0 0.0 0.1 0.003
O -1.994132 3.155615 -3.201401 0.1 -0.2 0.1 -0.049
H -1.299127 3.599301 -3.697920 -0.1 0.1 -0.1 0.044
H -2.171547 3.749560 -2.460496 0.0 0.1 -0.1 0.035
O -6.610563 -4.963840 3.746056 0.0 0.0 0.1 -0.048
H -7.547599 -5.098753 3.917285 0.0 0.0 -0.1 0.047
H -6.164617 -5.566453 4.350130 0.0 0.0 0.0 0.050
O 4.165806 -7.384359 3.979262 0.0 0.1 0.0 -0.058
H 4.160554 -6.732010 3.269437 -0.1 -0.1 -0.1 -0.005
H 3.387125 -7.177435 4.503391 0.0 0.0 0.0 0.028
O -1.646709 -3.818680 0.525091 0.1 0.2 -0.1 -0.034
H -0.920273 -3.449762 0.016574 0.1 -0.1 0.1 -0.008
H -1.835778 -3.154021 1.205643 -0.2 -0.1 0.1 0.014

---

2.
87
Properties=species:S:1:pos:R:3:forces:R:3:lowdin_charge:R:1 method="wB97M-V/def2-TZVPD" s_squared=2.011 lumo_energy_ev="-1.87 / -2.02" relative_energy_kj_mol=0.0 gap_ev="5.16 / 5.01" spin_multiplicity=3
W -0.018273 0.097947 -0.360336 -0.3 -1.9 4.9 1.291
C 1.717561 1.153033 0.825402 0.7 0.4 0.3 -0.192
C 2.262382 0.350158 -0.203026 0.2 0.7 -0.2 -0.329
C 1.662460 0.831854 -1.449335 1.5 0.8 0.1 -0.215
Si 3.496741 -1.006034 0.279936 -0.4 -0.7 -0.1 0.543
C 0.780957 1.912095 -1.133007 1.3 1.3 0.4 -0.224
C 0.818179 2.118711 0.321719 0.6 0.2 -0.4 -0.335
Si -0.035140 3.299263 1.530011 -0.8 -0.2 0.0 0.534
H 1.944730 1.021399 1.878683 -0.1 0.0 0.0 0.078
H 1.943983 0.544355 -2.456829 -0.3 -0.1 0.1 0.130
H 0.318776 2.564949 -1.862215 -0.1 -0.3 -0.1 0.128
Cl -0.355613 1.000369 -5.286657 0.1 -0.1 0.6 -0.656
C 0.806198 3.470393 3.186866 0.4 -0.1 -0.1 -0.160
C -0.230686 4.954383 0.707159 0.1 0.2 0.0 -0.163
C 4.453365 -0.712303 1.859276 0.0 0.4 0.1 -0.161
C 4.710914 -1.264573 -1.108555 0.2 0.0 -0.1 -0.161
H 0.771476 5.342930 0.481024 -0.2 0.0 0.0 0.046
H -0.719179 5.657730 1.394712 0.1 -0.1 -0.2 0.046
H -0.801923 4.919354 -0.226955 0.1 0.0 0.2 0.026
H 0.543728 2.655051 3.874006 0.0 0.1 -0.2 0.016
H 0.509700 4.423001 3.647865 0.1 -0.2 -0.1 0.044
H 1.896928 3.479176 3.069216 -0.1 0.1 0.1 0.040
H 5.220505 -0.308218 -1.294188 0.0 -0.2 0.0 0.049
H 4.273599 -1.604890 -2.052595 0.2 0.1 0.2 0.021
H 5.472917 -1.991590 -0.793926 -0.1 0.1 -0.1 0.045
H 4.653273 0.358431 1.992127 0.1 -0.2 0.1 0.042
H 5.423572 -1.225756 1.801577 -0.2 0.1 0.0 0.043
H 3.924540 -1.072217 2.750749 0.1 0.1 -0.3 -0.009
C -1.678449 2.405992 1.800658 -0.1 0.5 0.1 -0.376
C 2.272884 -2.421944 0.576186 0.4 -0.4 -0.2 -0.394
P -2.098797 1.444457 0.329222 -0.7 1.0 0.1 0.967
H -2.479166 3.125255 2.028347 0.1 -0.3 0.1 0.053
H -1.588469 1.703788 2.652642 0.1 0.1 -0.3 0.048
P 0.900632 -2.318357 -0.610278 0.9 -0.6 -0.4 0.983
H 1.826732 -2.346571 1.585756 0.1 0.1 -0.3 0.015
H 2.782962 -3.393009 0.500248 -0.2 0.2 0.1 0.049
C -0.104619 -3.863627 -0.359319 -0.2 0.1 -0.3 -0.507
C 1.685837 -2.605062 -2.325916 -0.1 0.3 0.6 -0.495
C -2.601115 2.710111 -0.999855 0.5 -0.3 0.4 -0.487
C -3.643136 0.558579 0.816284 0.1 -0.3 -0.5 -0.521
C -3.282567 -0.763040 1.497933 0.1 -0.2 0.2 -0.108
H -4.145899 0.351951 -0.144930 0.0 0.0 0.3 0.102
C -4.573695 1.381319 1.717927 0.0 0.0 0.0 -0.097
H -4.137350 1.500912 2.721105 -0.1 0.0 -0.3 0.089
H -5.510749 0.815271 1.817715 0.2 0.2 0.1 0.089
H -4.815787 2.370109 1.308751 0.1 -0.3 0.2 0.054
H -2.789663 -1.463740 0.810892 -0.2 0.3 0.2 0.034
H -4.210901 -1.235277 1.852917 0.3 0.0 -0.1 0.094
H -2.608053 -0.613660 2.363669 -0.4 0.0 -0.4 0.061
H -1.626463 3.132096 -1.305540 -0.4 0.0 0.1 0.078
C -3.502470 3.835408 -0.471282 0.0 0.1 -0.1 -0.109
C -3.238953 2.070999 -2.237750 0.1 0.0 -0.2 -0.100
H -3.103805 4.351751 0.412091 -0.2 -0.2 -0.2 0.061
H -4.512424 3.458478 -0.255401 0.3 0.2 -0.1 0.071
H -3.596798 4.581783 -1.275446 0.0 -0.2 0.3 0.093
H -2.515923 1.512400 -2.842255 -0.3 0.1 0.1 0.042
H -3.610071 2.883949 -2.878373 0.0 -0.3 0.1 0.093
H -4.090769 1.423060 -1.979695 0.2 0.2 -0.1 0.078
H 2.311667 -1.706798 -2.462435 -0.1 -0.4 0.0 0.071
C 0.687623 -2.648168 -3.488934 0.0 0.2 -0.2 -0.107
C 2.560665 -3.869927 -2.337137 0.1 0.1 -0.1 -0.109
H 3.357671 -3.864801 -1.579504 -0.3 0.0 -0.2 0.065
H 3.044269 -3.936496 -3.324455 -0.1 0.0 0.3 0.092
H 1.939494 -4.769857 -2.210824 0.3 0.3 -0.1 0.076
H 0.292310 -1.655943 -3.740305 0.0 -0.3 0.0 0.034
H -0.139466 -3.352500 -3.308960 0.2 0.2 -0.1 0.079
H 1.229947 -2.987505 -4.384041 -0.2 0.0 0.2 0.093
C -1.393219 -3.571357 0.409485 -0.1 0.0 0.3 -0.124
C 0.691032 -4.985606 0.327721 0.0 0.0 0.0 -0.105
H -0.365531 -4.173180 -1.387653 0.1 0.0 0.4 0.100
H 0.961362 -4.695964 1.355549 -0.1 -0.2 -0.3 0.084
H 1.598469 -5.267899 -0.225857 -0.3 0.1 0.3 0.061
H 0.035889 -5.867550 0.375846 0.2 0.2 0.0 0.089
H -1.181076 -2.991184 1.326890 -0.2 -0.3 -0.4 0.049
H -1.852934 -4.525512 0.706985 0.0 0.3 -0.1 0.088
H -2.123670 -3.031160 -0.210632 0.3 -0.1 0.1 0.066
C -1.009816 -0.347674 -1.951560 -2.6 -1.3 -3.3 -0.386
H -0.796876 0.225340 -2.878224 -0.1 -0.2 0.0 -0.053
H -0.910710 -1.413402 -2.194355 -0.5 0.3 -0.3 -0.010
H -2.062636 -0.191092 -1.668281 -0.1 -0.3 -0.6 0.001
Cl 0.307530 -1.244328 6.385300 0.3 0.1 -0.2 0.608
C 0.942818 -1.178660 4.739093 -0.7 0.0 -0.5 -1.466
Cl 2.069364 0.210375 4.536678 -0.2 -0.2 0.2 0.600
Cl 1.820438 -2.682293 4.368752 0.0 0.2 0.2 0.592
C -0.275548 -0.928421 3.697737 -0.5 0.3 -0.6 -0.778
O -1.090250 -0.040863 4.029174 1.2 -1.0 -0.4 -0.065
O -0.226976 -1.635898 2.647567 0.2 1.1 0.6 -0.125